1.
Entry from OMol25: a single C20H30N4O3 molecule (the ωB97M-V functional and the def2-TZVPD basis).

Values from the calculation:
DFT total energy (Eh): -1224.9401
ΔE to the lowest compared entry with this formula, charge and spin (kcal per mole): 3.5
Structure (SMILES): CCCCCn1c(=O)[nH]c2cc(C(=O)NCCN(CC)CC)ccc2c1=O
Spin multiplicity: 1
HOMO-LUMO gap (eV): 8.44

```
57
Properties=species:S:1:pos:R:3:forces:R:3
C 7.6191 -1.4272 0.5221 0.08 0.18 -0.17
C 7.8325 0.0069 0.0504 -0.03 0.02 0.20
C 7.0022 1.0307 0.8282 -0.08 -0.11 -0.11
C 5.4998 0.7535 0.8436 0.10 0.11 -0.14
C 4.8890 0.7447 -0.5562 0.37 0.04 0.15
N 3.4612 0.4518 -0.4948 0.21 -0.09 -0.10
C 2.5969 1.5266 -0.4616 -0.42 0.11 0.00
O 2.9630 2.6778 -0.5040 0.16 0.26 0.02
N 1.2614 1.2102 -0.3799 -0.21 0.30 -0.01
C 0.7560 -0.0658 -0.3286 0.24 -0.60 0.04
C -0.6141 -0.3027 -0.2430 -0.04 -0.13 0.02
C -1.0866 -1.6054 -0.2065 0.42 0.02 -0.16
C -2.5498 -1.9235 -0.1553 0.02 0.19 0.19
O -3.0256 -2.8706 -0.7495 -0.04 -0.18 -0.13
N -3.2847 -1.0932 0.6179 0.05 0.31 0.19
C -4.7147 -1.2512 0.7540 -0.42 0.03 -0.38
C -5.5225 -0.5248 -0.3476 0.10 -0.29 0.20
N -5.6224 0.9159 -0.2768 0.02 0.23 0.02
C -4.4030 1.6554 -0.5451 0.02 0.05 -0.17
C -3.7695 1.3079 -1.8874 -0.04 0.06 0.30
C -6.3092 1.4315 0.8956 -0.14 0.00 -0.05
C -7.7237 0.8844 1.0477 0.28 0.10 0.05
C -0.1915 -2.6765 -0.2668 -0.12 -0.03 0.01
C 1.1634 -2.4455 -0.3312 0.01 0.22 0.01
C 1.6517 -1.1392 -0.3598 -0.45 0.03 0.01
C 3.0946 -0.8863 -0.4314 -0.06 -0.01 -0.01
O 3.9336 -1.7616 -0.4397 0.01 -0.09 0.01
H 6.6156 -1.7730 0.2887 -0.13 -0.10 0.02
H 7.7727 -1.5010 1.5968 0.00 -0.06 0.14
H 8.3261 -2.0914 0.0301 0.03 -0.12 0.00
H 7.6041 0.0763 -1.0145 0.07 0.02 -0.08
H 8.8865 0.2700 0.1712 -0.01 0.02 -0.11
H 7.3508 1.0505 1.8635 0.05 0.08 0.01
H 7.1761 2.0216 0.4020 0.03 0.08 0.08
H 5.0040 1.5283 1.4336 -0.05 -0.04 0.01
H 5.3068 -0.2094 1.3182 -0.07 -0.01 0.03
H 5.0076 1.7189 -1.0324 -0.01 -0.15 0.01
H 5.3461 -0.0349 -1.1665 -0.05 0.12 0.01
H 0.6291 1.9992 -0.3686 0.23 -0.07 0.00
H -1.2901 0.5404 -0.2431 -0.14 0.09 0.00
H -2.8330 -0.3372 1.1049 0.06 -0.15 -0.04
H -5.0146 -0.9089 1.7457 0.02 -0.07 0.00
H -4.9250 -2.3202 0.6637 -0.03 0.10 0.13
H -6.5377 -0.9233 -0.3264 0.03 -0.08 -0.06
H -5.0919 -0.7934 -1.3122 -0.07 -0.09 0.01
H -4.6821 2.7143 -0.5658 0.08 -0.07 0.09
H -3.6568 1.5394 0.2648 -0.03 0.11 -0.03
H -3.0034 2.0421 -2.1274 0.09 0.03 -0.05
H -3.3082 0.3235 -1.8814 0.06 -0.09 -0.06
H -4.5272 1.3338 -2.6656 -0.06 -0.01 -0.12
H -5.7421 1.2513 1.8276 0.00 0.08 -0.03
H -6.3742 2.5161 0.7661 0.07 -0.06 0.08
H -8.2481 0.9503 0.0985 -0.09 -0.02 -0.10
H -8.2609 1.4767 1.7845 -0.08 0.00 0.08
H -7.7236 -0.1498 1.3813 -0.08 -0.11 0.03
H -0.5891 -3.6790 -0.2639 -0.03 -0.09 -0.02
H 1.8757 -3.2551 -0.3677 0.06 -0.07 0.01
```
Forces are in eV/Å.

Atomic partial charges in e from the Mulliken method, atoms 1 to 4: atom 1 (C): -1.064, atom 2 (C): -0.407, atom 3 (C): -0.805, atom 4 (C): -0.425

---

2.
Entry from OMol25: a single C3H8N2S2 molecule in a non-equilibrium geometry (the ωB97M-V functional and the def2-TZVPD basis).

Values from the calculation:
DFT total energy (Eh): -1024.9501
ΔE to the lowest compared entry with this formula, charge and spin (kcal per mole): 31.9
Structure (SMILES): CN(S)C(=S)CN
Spin multiplicity: 1
HOMO-LUMO gap (eV): 8.84

```
15
Properties=species:S:1:pos:R:3:forces:R:3
C -1.6458 -0.9449 -1.0663 -0.31 1.57 -0.58
N -0.3039 -0.5559 -0.6252 -0.95 -1.09 -0.02
S 0.8326 -1.6613 -1.2932 0.71 0.47 0.39
C -0.1106 0.4592 0.2308 1.19 1.72 0.14
S -1.2277 1.6517 0.6219 0.26 -1.28 -0.23
C 1.3334 0.6593 0.7726 0.75 -0.75 -0.81
N 1.4728 0.6221 2.2149 -0.13 0.93 -0.08
H -1.5729 -1.9338 -1.4671 -0.19 -0.25 -0.51
H -2.3460 -0.9497 -0.2711 -0.50 0.05 1.13
H -2.0485 -0.1792 -1.7642 0.34 -0.66 0.02
H 0.9476 -1.0175 -2.4646 0.12 -0.03 -0.11
H 1.7649 1.6075 0.3798 -0.56 -0.57 0.26
H 1.9915 -0.1541 0.3933 -0.50 0.56 0.06
H 0.9464 -0.1433 2.5693 -0.26 -0.99 0.35
H 0.9936 1.4186 2.6148 0.03 0.33 -0.01
```
Forces are in eV/Å.

Atomic partial charges in e from the Mulliken method, atoms 1 to 4: atom 1 (C): -0.953, atom 2 (N): -0.054, atom 3 (S): -0.179, atom 4 (C): 0.336

---

3.
Entry from OMol25: a molecular structure, C16H20N4STeV in a non-equilibrium geometry (the ωB97M-V functional and the def2-TZVPD basis).

Values from the calculation:
DFT total energy (Eh): -2450.7785
ΔE to the lowest compared entry with this formula, charge and spin (kcal per mole): 9.2
Spin multiplicity: 4
Expectation value of S²: 3.91
HOMO-LUMO gap (alpha / beta) (eV): 6.52 / 6.72

```
43
Properties=species:S:1:pos:R:3:forces:R:3
V -0.2182 0.9038 -0.3746 -0.52 -0.19 -0.73
S -1.2843 -0.4200 1.1466 -0.16 -0.07 0.38
C -1.4326 1.2030 1.8865 -0.04 -0.05 0.17
N -2.5126 1.5577 2.6204 0.27 -0.02 -0.17
N -3.4496 0.6463 2.7280 -0.21 0.15 0.11
C -4.6467 0.9101 3.4063 0.23 -0.13 -0.13
C -5.6199 -0.0843 3.4151 -0.11 -0.03 0.03
C -6.8218 0.1374 4.0658 0.02 -0.01 -0.01
C -7.0569 1.3444 4.7115 0.03 0.02 -0.02
C -6.0728 2.3251 4.7033 0.00 0.00 0.00
C -4.8648 2.1193 4.0555 -0.04 0.06 0.04
N -0.5167 2.1707 1.7793 0.11 -0.02 -0.28
N 0.5235 1.9333 0.9422 0.22 0.63 0.90
C 1.6067 2.8497 1.0173 -0.30 -0.32 0.03
C 1.6252 3.9137 1.9070 0.06 0.11 0.06
C 2.7081 4.7806 1.8962 -0.01 -0.01 0.00
C 3.7641 4.5881 1.0147 -0.02 -0.01 0.01
C 3.7415 3.5091 0.1407 -0.02 -0.02 0.01
C 2.6662 2.6359 0.1440 0.14 0.02 -0.05
H -3.3622 -0.2131 2.1911 0.02 -0.05 0.00
H -5.4327 -1.0269 2.9132 0.00 0.02 0.00
H -7.5769 -0.6382 4.0675 0.00 0.01 0.00
H -7.9985 1.5194 5.2143 0.01 0.00 0.01
H -6.2458 3.2671 5.2080 0.00 -0.01 -0.01
H -4.0939 2.8761 4.0426 -0.01 -0.01 -0.01
H 0.7995 4.0494 2.5901 0.00 0.01 -0.01
H 2.7255 5.6150 2.5857 0.00 0.00 -0.01
H 4.6025 5.2720 1.0119 0.00 0.00 0.01
H 4.5651 3.3414 -0.5411 0.00 0.01 0.00
H 2.6487 1.7780 -0.5191 -0.02 0.00 -0.01
C 0.6055 -0.0211 -1.9792 0.24 -0.02 -0.38
H -0.0802 -0.8288 -2.2682 -0.02 -0.01 -0.01
H 1.6035 -0.4568 -1.9203 0.01 0.00 0.04
H 0.6076 0.7039 -2.8105 0.01 -0.02 -0.02
C 2.3801 -2.5910 2.8944 -0.01 -0.04 0.10
Te 2.3287 -1.4370 1.1169 -0.01 0.10 -0.15
C 4.4342 -1.5283 0.8159 0.07 -0.02 0.00
H 2.8175 -3.5628 2.6813 -0.01 -0.01 0.05
H 1.3533 -2.7180 3.2314 0.02 -0.01 0.01
H 2.9524 -2.0675 3.6557 0.00 -0.04 0.02
H 4.9384 -1.1874 1.7176 0.02 -0.01 -0.03
H 4.6806 -0.8564 -0.0048 0.01 -0.02 0.01
H 4.7440 -2.5392 0.5633 0.02 0.02 0.01
```
Forces are in eV/Å.

Atomic partial charges in e from the Mulliken method, atoms 1 to 4: atom 1 (V): 0.542, atom 2 (S): -0.633, atom 3 (C): 0.403, atom 4 (N): -0.510

---

Which of these has the lowest DFT total energy? C16H20N4STeV

---

What is the DFT total energy in the third record? -2450.7785 Eh

---

Please write out number 2 again, unchanged.
Entry from OMol25: a single C3H8N2S2 molecule in a non-equilibrium geometry (the ωB97M-V functional and the def2-TZVPD basis).

Values from the calculation:
DFT total energy (Eh): -1024.9501
ΔE to the lowest compared entry with this formula, charge and spin (kcal per mole): 31.9
Structure (SMILES): CN(S)C(=S)CN
Spin multiplicity: 1
HOMO-LUMO gap (eV): 8.84

```
15
Properties=species:S:1:pos:R:3:forces:R:3
C -1.6458 -0.9449 -1.0663 -0.31 1.57 -0.58
N -0.3039 -0.5559 -0.6252 -0.95 -1.09 -0.02
S 0.8326 -1.6613 -1.2932 0.71 0.47 0.39
C -0.1106 0.4592 0.2308 1.19 1.72 0.14
S -1.2277 1.6517 0.6219 0.26 -1.28 -0.23
C 1.3334 0.6593 0.7726 0.75 -0.75 -0.81
N 1.4728 0.6221 2.2149 -0.13 0.93 -0.08
H -1.5729 -1.9338 -1.4671 -0.19 -0.25 -0.51
H -2.3460 -0.9497 -0.2711 -0.50 0.05 1.13
H -2.0485 -0.1792 -1.7642 0.34 -0.66 0.02
H 0.9476 -1.0175 -2.4646 0.12 -0.03 -0.11
H 1.7649 1.6075 0.3798 -0.56 -0.57 0.26
H 1.9915 -0.1541 0.3933 -0.50 0.56 0.06
H 0.9464 -0.1433 2.5693 -0.26 -0.99 0.35
H 0.9936 1.4186 2.6148 0.03 0.33 -0.01
```
Forces are in eV/Å.

Atomic partial charges in e from the Mulliken method, atoms 1 to 4: atom 1 (C): -0.953, atom 2 (N): -0.054, atom 3 (S): -0.179, atom 4 (C): 0.336